Entry i
# C3H8N

An isolated ion of composition C3H8N and charge +1 (ωB97M-V with the def2-TZVPD basis set, the Open Molecules 2025 dataset).

XYZ file:
```
12
C3H8N (ωB97M-V with the def2-TZVPD basis set)
C -0.415 -1.144 0.804
C 0.462 0.051 0.393
C 0.692 0.269 -1.037
N -0.273 1.128 -0.317
H -1.201 -1.168 -0.001
H -0.873 -0.849 1.771
H 0.309 -1.979 0.824
H 1.222 0.390 1.088
H 1.547 0.677 -1.526
H -0.014 -0.506 -1.628
H -0.185 2.120 -0.028
H -1.272 1.011 -0.343
```

Computed properties:
Multiplicity   1
SMILES   C[C@H]1C[NH2+]1
Frontier orbital gap   13.932 eV
Net charge   +1
Highest occupied orbital energy   -17.46 eV

---

Entry ii
# C3H8N

An isolated ion of composition C3H8N and charge +1 (ωB97M-V with the def2-TZVPD basis set, the Open Molecules 2025 dataset).

XYZ file:
```
12
C3H8N (ωB97M-V with the def2-TZVPD basis set)
C -0.469 1.470 0.423
C -0.264 0.182 0.105
C -0.407 -0.597 -1.241
N 0.751 -0.570 0.998
H -0.823 1.931 1.358
H -0.275 2.160 -0.467
H -1.349 -1.230 -1.287
H -0.414 0.121 -2.097
H 0.523 -1.302 -1.372
H 0.135 -1.266 1.333
H 1.068 0.010 1.845
H 1.523 -0.909 0.401
```

Computed properties:
Multiplicity   1
SMILES   C=C(C)[NH3+]
Frontier orbital gap   9.582 eV
Net charge   +1
Highest occupied orbital energy   -14.30 eV

---

Q: Which of them is the most stable? A: entry i.

---

Entry i
# C3H8N

An isolated ion of composition C3H8N and charge +1 (ωB97M-V with the def2-TZVPD basis set, the Open Molecules 2025 dataset).

XYZ file:
```
12
C3H8N (ωB97M-V with the def2-TZVPD basis set)
C 1.361 -0.330 0.593
C -0.161 -0.362 0.397
C -0.849 0.842 0.024
N -0.739 -0.272 -0.943
H 1.727 -1.014 1.260
H 1.595 0.640 0.900
H 1.728 -0.426 -0.412
H -0.797 -1.008 1.067
H -1.769 1.137 0.263
H -0.156 1.654 -0.138
H -1.562 -0.814 -1.131
H -0.378 -0.047 -1.880
```

Computed properties:
Multiplicity   1
SMILES   C[C@H]1C[NH2+]1
Frontier orbital gap   13.919 eV
Net charge   +1
Highest occupied orbital energy   -17.46 eV

---

Entry ii
# C3H8N

A 2-piece molecular cluster, C3H8N overall (ωB97M-V with the def2-TZVPD basis set, the Open Molecules 2025 dataset).

XYZ file:
```
12
C3H8N (ωB97M-V with the def2-TZVPD basis set)
C -0.671 1.926 -0.940
C -1.539 0.842 -0.819
C -1.489 -0.407 -1.477
N 2.363 -1.552 2.441
H -0.827 2.834 -0.489
H 2.575 -2.498 2.753
H 0.060 1.929 -1.695
H 1.771 -1.508 1.675
H -0.734 -0.519 -2.332
H -2.343 -1.114 -1.421
H 3.173 -0.895 2.466
H -2.340 0.963 -0.161
```

Computed properties:
Multiplicity   1
Frontier orbital gap   3.707 eV
Net charge   +1
Highest occupied orbital energy   -12.03 eV

---

Q: Which of them is the most stable? A: entry i.

---

Entry i
# C2H4N6

One molecule with the formula C2H4N6 (ωB97M-V with the def2-TZVPD basis set, the Open Molecules 2025 dataset).

XYZ file:
```
12
C2H4N6 (ωB97M-V with the def2-TZVPD basis set)
H 0.995 -1.788 -2.035
N 0.269 -1.629 -1.382
C 0.617 -0.487 -0.836
N 1.666 0.339 -1.056
N -0.373 -0.057 0.182
N -0.526 0.998 0.884
C -1.499 0.859 1.784
N -1.940 -0.532 1.736
N -1.355 -1.013 0.637
H 1.378 1.363 -0.741
H 2.701 0.215 -1.451
H -1.934 1.731 2.277
```

Computed properties:
Multiplicity   1
SMILES   [H]/N=C(\N)n1ncnn1
Frontier orbital gap   10.129 eV
Net charge   0
Highest occupied orbital energy   -9.65 eV

---

Entry ii
# C2H4N6

C2H4N6 as an isolated structure (ωB97M-V with the def2-TZVPD basis set, the Open Molecules 2025 dataset).

XYZ file:
```
12
C2H4N6 (ωB97M-V with the def2-TZVPD basis set)
C -0.600 -0.566 -0.079
C 2.473 0.809 0.043
H -3.263 -0.127 1.046
H -3.460 0.943 -0.435
H -0.848 -1.661 0.457
H 3.333 1.433 -0.077
N -2.803 -0.135 -0.172
N -1.465 0.280 -0.277
N 0.722 -0.191 -0.121
N 1.246 0.941 -0.042
N 2.839 -0.546 -0.230
N 1.826 -1.179 -0.113
```

Computed properties:
Multiplicity   1
Frontier orbital gap   9.637 eV
Net charge   0
Highest occupied orbital energy   -9.38 eV

---

Q: Which of them is the most stable? A: entry i.